{"formula": "C32H64N2O2", "method": "ωB97M-V/def2-TZVPD", "e_homo_ev": -9.7201, "spin_multiplicity": 1, "homo_lumo_gap_ev": 10.05, "smiles": "CCCCCCCCCCCCCCC[C@@H]1C(=O)NC[C@@H]1N=C=O.CCCCCC.CCCCCC", "lumo_ev": 0.332, "largest_force_ev_per_a": 2.7, "total_charge": 0, "species": ["C", "C", "C", "C", "C", "C", "C", "C", "C", "C", "C", "C", "C", "C", "C", "C", "C", "O", "N", "C", "C", "N", "C", "O", "H", "H", "H", "H", "H", "H", "H", "H", "H", "H", "H", "H", "H", "H", "H", "H", "H", "H", "H", "H", "H", "H", "H", "H", "H", "H", "H", "H", "H", "H", "H", "H", "H", "H", "H", "H", "C", "C", "C", "C", "C", "C", "H", "H", "H", "H", "H", "H", "H", "H", "H", "H", "H", "H", "H", "H", "C", "C", "C", "C", "C", "C", "H", "H", "H", "H", "H", "H", "H", "H", "H", "H", "H", "H", "H", "H"], "positions_angstrom": [[-5.2002, 0.7038, 2.4194], [-4.4432, -0.6317, 1.9978], [-4.1582, -0.5724, 0.4421], [-5.5444, -0.7089, -0.3150], [-5.8164, 0.3776, -1.4166], [-5.6406, 1.8685, -0.9446], [-6.0200, 2.8100, -2.1556], [-5.4325, 4.2708, -2.0160], [-3.8675, 4.1456, -1.9792], [-3.0803, 5.4042, -2.4778], [-1.5464, 5.3697, -2.1440], [-0.7752, 4.1346, -2.7324], [-0.9516, 2.7931, -1.9146], [0.3750, 2.1656, -1.3599], [-0.0542, 1.0795, -0.2669], [0.4713, 1.3956, 1.1837], [0.1200, 0.0883, 2.0281], [0.0433, -1.0353, 1.6703], [-0.1525, 0.5387, 3.4080], [-0.9794, 1.7605, 3.2827], [-0.3174, 2.4873, 2.0398], [-1.0619, 3.5468, 1.2994], [-2.2208, 3.6667, 1.6632], [-3.3064, 3.7790, 2.0041], [-4.5219, 1.5543, 2.1749], [-6.1829, 0.8098, 1.9013], [-5.4059, 0.6596, 3.5189], [-3.5071, -0.7331, 2.6049], [-5.1014, -1.5125, 2.2302], [-3.5436, -1.4741, 0.1905], [-3.5709, 0.3244, 0.1326], [-5.5358, -1.7151, -0.8164], [-6.3888, -0.7459, 0.4226], [-5.1630, 0.2332, -2.3192], [-6.8919, 0.2665, -1.7359], [-6.3237, 2.0634, -0.0756], [-4.5937, 2.0092, -0.5877], [-5.5353, 2.3677, -3.0705], [-7.1321, 2.8083, -2.3045], [-5.7530, 4.8538, -2.9139], [-5.8383, 4.7452, -1.0837], [-3.5456, 3.9736, -0.9118], [-3.5909, 3.2014, -2.5227], [-3.3173, 5.5814, -3.5562], [-3.5055, 6.2878, -1.9197], [-1.0878, 6.2873, -2.6124], [-1.4127, 5.5022, -1.0382], [-1.0082, 4.0257, -3.8272], [0.3209, 4.4019, -2.7020], [-1.4501, 2.0533, -2.6006], [-1.6484, 3.0119, -1.0709], [1.1143, 2.9056, -0.9726], [0.8553, 1.5950, -2.1960], [0.3090, 0.0835, -0.6285], [-1.1754, 1.0150, -0.1918], [1.5454, 1.6759, 1.0920], [0.7535, 0.8569, 3.7790], [-0.8833, 2.4653, 4.1491], [-2.0384, 1.4115, 3.2162], [0.5212, 3.0797, 2.5069], [5.5434, -2.8630, 5.4773], [5.5360, -2.3641, 4.0370], [4.3877, -1.4018, 3.7348], [2.9838, -1.9930, 3.8876], [2.7005, -3.2280, 3.0345], [2.7828, -2.9578, 1.5368], [4.6455, -3.4389, 5.7099], [6.4046, -3.5130, 5.6476], [5.6084, -2.0276, 6.1788], [5.5098, -3.2175, 3.3533], [6.4808, -1.8463, 3.8443], [4.5119, -1.0149, 2.7183], [4.4701, -0.5331, 4.3980], [2.2528, -1.2157, 3.6395], [2.8070, -2.2446, 4.9382], [1.6925, -3.5853, 3.2661], [3.3817, -4.0427, 3.2984], [2.0788, -2.1764, 1.2439], [2.5353, -3.8619, 0.9750], [3.7869, -2.6483, 1.2365], [3.6606, -1.7858, -1.8959], [4.7641, -2.2002, -2.8621], [4.2616, -3.0580, -4.0231], [3.6486, -4.4019, -3.6219], [4.5650, -5.3212, -2.8159], [5.8167, -5.7449, -3.5764], [3.2040, -2.6498, -1.4098], [4.0686, -1.1439, -1.1113], [2.8772, -1.2275, -2.4152], [5.5542, -2.7222, -2.3143], [5.2231, -1.2959, -3.2738], [5.0891, -3.2273, -4.7187], [3.5107, -2.4905, -4.5838], [3.3344, -4.9231, -4.5327], [2.7336, -4.2276, -3.0468], [4.0032, -6.2213, -2.5470], [4.8522, -4.8472, -1.8726], [5.5540, -6.2601, -4.5035], [6.4153, -6.4285, -2.9701], [6.4473, -4.8887, -3.8251]], "forces_ev_per_a": [[0.568, -1.040, 0.379], [-0.437, 1.100, -0.377], [-0.564, -1.257, 0.658], [0.519, -0.129, -0.607], [-0.429, 0.255, 0.487], [-0.632, -0.470, -0.472], [0.670, 0.141, 0.389], [0.027, -0.945, -0.148], [0.064, 0.197, 0.640], [-0.481, 0.013, 0.725], [-0.196, 0.389, -1.000], [0.808, 0.332, 0.439], [-0.047, 0.669, -0.687], [-1.222, -1.035, -0.069], [0.250, 0.836, -0.196], [-1.865, -1.075, -1.040], [1.140, 2.320, 0.875], [-0.068, -0.250, -0.195], [0.039, 0.096, 0.293], [0.224, 0.142, -0.590], [2.086, 0.711, 0.281], [-0.312, -1.018, 0.428], [1.759, -0.284, -0.593], [-1.976, 0.501, 0.402], [-0.771, -0.400, 0.278], [0.882, 0.000, 0.307], [0.198, 0.301, -0.844], [-0.684, 0.067, -0.562], [0.683, 0.676, -0.300], [-0.316, 0.825, 0.066], [-0.528, -0.522, 0.399], [-0.176, 0.883, 0.395], [0.731, 0.217, -0.636], [-0.533, -0.067, 0.804], [1.036, 0.012, 0.035], [0.608, -0.068, -0.681], [-0.767, 0.145, -0.376], [-0.626, 0.360, 0.658], [0.956, 0.018, 0.137], [0.226, -0.240, 0.736], [0.415, -0.201, -0.863], [-0.380, 0.099, -0.932], [-0.049, 0.979, 0.260], [0.499, -0.176, 0.679], [0.298, -0.720, -0.583], [-0.436, -0.761, 0.474], [-0.004, -0.476, -0.858], [-0.007, 0.007, 1.030], [-0.953, -0.247, -0.069], [0.415, 0.432, 0.875], [0.672, -0.370, -0.666], [-0.732, -0.391, -0.179], [-0.153, 0.681, 0.639], [-0.260, 0.737, 0.788], [0.964, 0.036, -0.297], [-0.662, -0.586, 0.540], [-0.246, -0.485, -0.056], [-0.147, -0.977, -0.554], [0.658, 0.604, -0.369], [-0.774, -0.578, -0.273], [0.077, -0.121, -0.063], [0.020, 0.112, 0.085], [-0.013, 0.016, -0.114], [0.061, -0.052, 0.141], [-0.141, 0.059, -0.089], [0.085, -0.097, -0.021], [0.019, 0.036, 0.025], [-0.051, 0.026, 0.063], [-0.042, -0.032, -0.001], [-0.030, 0.038, -0.017], [-0.033, -0.033, -0.050], [-0.022, -0.008, 0.008], [0.029, -0.026, -0.002], [-0.025, -0.062, -0.010], [0.006, 0.045, -0.019], [0.054, 0.016, 0.035], [0.008, 0.046, 0.054], [0.068, -0.055, -0.016], [0.010, 0.068, -0.037], [-0.021, -0.012, -0.007], [0.120, 0.008, 0.094], [-0.099, 0.089, -0.079], [0.099, -0.043, -0.048], [-0.104, 0.051, 0.088], [-0.009, -0.095, -0.113], [0.066, -0.010, 0.148], [-0.030, 0.054, -0.006], [-0.094, -0.016, 0.008], [-0.011, -0.044, 0.016], [-0.008, -0.016, -0.036], [0.040, -0.061, 0.004], [-0.026, -0.016, 0.002], [0.024, 0.003, 0.025], [0.019, -0.007, 0.030], [0.018, 0.015, -0.030], [-0.007, 0.069, 0.040], [-0.043, 0.023, -0.019], [0.024, 0.048, -0.002], [0.014, 0.016, -0.078], [-0.014, -0.039, -0.031]]}



{"formula": "C5H11N3", "method": "ωB97M-V/def2-TZVPD", "e_homo_ev": -8.3800, "spin_multiplicity": 1, "homo_lumo_gap_ev": 9.04, "de_lowest_ev": 8.4112, "lumo_ev": 0.659, "largest_force_ev_per_a": 13.8, "total_charge": 0, "species": ["C", "C", "C", "C", "C", "H", "H", "H", "H", "H", "H", "H", "H", "H", "H", "H", "N", "N", "N"], "positions_angstrom": [[1.5062, 0.0619, 1.4475], [0.1921, 0.7656, 1.5981], [-0.9170, 0.5234, 0.9472], [-1.5408, -0.8481, 0.2416], [-0.0730, -0.4000, -2.2705], [2.1490, 1.9790, 0.3734], [2.2618, -0.0801, -0.7810], [2.0419, 0.2587, 2.3217], [1.4060, -0.8916, 1.0327], [0.1844, 1.7322, 2.1272], [-1.7125, 1.2801, 0.6361], [-2.2687, -1.1263, 0.8952], [-0.6927, -1.5241, 0.2684], [-2.9251, -0.3448, -1.2004], [0.4040, -0.0307, -3.2152], [0.6976, -0.9938, -1.6281], [2.4772, 0.6109, 0.4118], [-1.9324, -0.6555, -1.1581], [-1.2580, -0.3170, -2.0475]], "forces_ev_per_a": [[-0.001, 1.745, -1.744], [0.335, 1.093, -0.485], [-3.952, -1.193, -3.111], [5.758, 2.422, -0.972], [7.009, -1.324, -0.700], [1.110, -5.231, -0.639], [0.276, 3.459, 4.384], [0.933, -0.823, 1.691], [-0.297, -2.045, 0.689], [0.502, -0.262, -0.348], [1.125, -0.351, 1.564], [-2.437, -1.017, 1.179], [-0.220, -0.692, 0.114], [0.981, -0.315, -0.131], [-0.876, -0.273, 0.814], [-1.312, 0.985, -0.532], [-1.964, 2.539, -3.198], [-9.076, -2.687, 10.004], [2.108, 3.971, -8.580]]}



{"formula": "C29H24N6O4STi", "method": "ωB97M-V/def2-TZVPD", "e_homo_ev": -8.0411, "spin_multiplicity": 1, "homo_lumo_gap_ev": 7.20, "de_lowest_ev": 0.0000, "lumo_ev": -0.838, "largest_force_ev_per_a": 0.4, "total_charge": 0, "species": ["Ti", "C", "C", "O", "C", "C", "C", "N", "N", "C", "O", "C", "C", "C", "C", "C", "C", "H", "H", "H", "H", "H", "H", "H", "H", "H", "H", "H", "H", "C", "O", "C", "C", "C", "C", "C", "C", "N", "N", "C", "C", "C", "C", "O", "C", "N", "C", "C", "C", "C", "H", "H", "H", "H", "H", "H", "H", "H", "H", "H", "H", "H", "S", "C", "N"], "positions_angstrom": [[-0.3358, -0.8645, 1.3500], [-4.4857, -1.7315, 1.3892], [-3.1385, -1.5210, 2.0074], [-2.1493, -1.4959, 1.1817], [-2.9574, -1.4268, 3.3660], [-1.6928, -1.3884, 3.9981], [-1.6503, -1.4489, 5.4947], [-0.5636, -1.3152, 3.3222], [0.6028, -1.3465, 4.1009], [1.5893, -0.9815, 3.3595], [1.4081, -0.6299, 2.1069], [2.9675, -0.9566, 3.8901], [4.0381, -1.1461, 3.0229], [5.3344, -1.1467, 3.5132], [5.5663, -0.9441, 4.8657], [4.4983, -0.7445, 5.7307], [3.2013, -0.7521, 5.2467], [-4.5397, -2.7486, 0.9970], [-4.6114, -1.0495, 0.5488], [-5.2883, -1.5840, 2.1077], [-3.8282, -1.4759, 4.0019], [-2.6443, -1.6186, 5.8994], [-1.2534, -0.5100, 5.8841], [-0.9685, -2.2304, 5.8240], [3.8468, -1.2961, 1.9688], [6.1653, -1.3048, 2.8379], [6.5795, -0.9386, 5.2462], [4.6781, -0.5802, 6.7852], [2.3608, -0.6043, 5.9109], [-1.1142, -1.5946, -6.6927], [-1.9162, -0.8733, -5.7757], [-1.4711, 0.3400, -5.3732], [-2.2566, 0.9824, -4.4112], [-1.8808, 2.2069, -3.9059], [-0.7128, 2.8173, -4.3676], [0.0199, 2.2159, -5.3755], [-0.3311, 0.9639, -5.8653], [-0.2424, 4.1119, -3.9424], [-0.1450, 4.4409, -2.7535], [-0.3786, 3.5009, -1.6833], [-1.2612, 3.8507, -0.6965], [-1.5543, 2.9929, 0.3868], [-0.9176, 1.7792, 0.4766], [-1.0657, 0.8942, 1.4531], [0.0030, 1.4146, -0.5424], [0.5420, 0.1740, -0.3991], [1.5165, -0.1919, -1.1999], [1.9926, 0.6468, -2.2237], [1.4001, 1.8615, -2.4319], [0.3436, 2.2773, -1.5905], [-1.6137, -2.5470, -6.8444], [-0.1152, -1.7713, -6.2856], [-1.0357, -1.0696, -7.6483], [-3.1574, 0.4905, -4.0694], [-2.4977, 2.6855, -3.1592], [0.8892, 2.7282, -5.7684], [0.2754, 0.5029, -6.6310], [-1.7606, 4.8085, -0.7683], [-2.2498, 3.2960, 1.1569], [1.9241, -1.1834, -1.0527], [2.8120, 0.3092, -2.8415], [1.7451, 2.5142, -3.2219], [0.7995, -4.0262, -1.8436], [0.4578, -3.1918, -0.5252], [0.2273, -2.5763, 0.4583]], "forces_ev_per_a": [[0.022, -0.010, -0.144], [0.018, 0.030, 0.028], [0.016, -0.074, 0.069], [0.166, -0.040, 0.123], [-0.130, 0.008, -0.001], [-0.010, -0.122, 0.030], [0.011, 0.014, 0.002], [-0.140, 0.155, 0.281], [0.026, 0.029, -0.091], [0.028, -0.023, 0.253], [-0.090, -0.149, -0.090], [-0.014, 0.061, 0.023], [-0.006, 0.052, -0.015], [0.020, -0.003, -0.007], [0.009, 0.003, 0.006], [0.017, 0.007, 0.017], [-0.016, -0.078, 0.012], [0.011, 0.000, -0.010], [0.000, 0.013, 0.005], [0.009, -0.009, 0.011], [0.003, 0.001, -0.006], [-0.004, 0.010, 0.000], [0.011, -0.004, 0.000], [-0.009, -0.015, -0.018], [-0.016, 0.001, 0.003], [0.000, 0.002, 0.001], [0.002, -0.002, 0.003], [0.003, 0.000, 0.000], [-0.011, 0.004, -0.009], [0.009, -0.021, -0.007], [-0.016, -0.024, -0.002], [-0.065, 0.009, 0.052], [0.037, -0.034, -0.046], [0.084, 0.024, 0.023], [0.099, 0.110, 0.064], [-0.034, -0.053, -0.015], [-0.008, 0.023, 0.008], [-0.128, 0.003, -0.068], [0.046, -0.108, 0.146], [-0.056, 0.059, -0.208], [0.024, -0.106, -0.012], [0.183, -0.022, 0.005], [-0.107, 0.103, -0.129], [0.021, -0.151, -0.105], [-0.003, 0.063, -0.069], [0.161, 0.098, 0.156], [-0.115, -0.077, -0.181], [-0.029, -0.039, 0.059], [-0.015, 0.026, 0.029], [-0.080, 0.021, 0.009], [0.004, 0.006, -0.004], [-0.007, 0.003, -0.015], [0.008, -0.010, 0.005], [-0.001, -0.002, -0.006], [0.024, 0.052, 0.052], [0.002, 0.019, 0.001], [-0.009, 0.003, 0.009], [0.005, 0.011, -0.013], [-0.010, -0.013, 0.007], [0.039, 0.025, 0.005], [-0.002, -0.004, -0.008], [0.025, -0.013, 0.013], [-0.009, 0.067, 0.061], [0.011, -0.165, 0.001], [-0.011, 0.254, -0.294]]}



{"formula": "C8H6O4", "method": "ωB97M-V/def2-TZVPD", "e_homo_ev": -7.9384, "spin_multiplicity": 1, "homo_lumo_gap_ev": 8.40, "de_lowest_ev": 5.8479, "smiles": "Oc1oc(O)c2c1[C@@H]1C=C[C@]21O", "lumo_ev": 0.460, "largest_force_ev_per_a": 4.2, "total_charge": 0, "species": ["C", "C", "C", "C", "C", "C", "C", "C", "O", "O", "O", "O", "H", "H", "H", "H", "H", "H"], "positions_angstrom": [[0.6541, 0.1594, -0.7551], [0.4137, -0.1357, 0.6911], [1.8374, 0.8072, -0.7672], [1.4881, 0.2284, 1.3569], [-1.9951, 0.6189, -0.8076], [-0.8244, -0.3504, -1.0751], [-2.2461, 0.2272, 0.4659], [-0.9522, -0.6930, 0.4361], [2.3511, 0.8543, 0.5344], [2.6959, 1.3278, -1.6470], [1.8970, 0.1012, 2.6807], [-1.1876, -2.0500, 0.7634], [-2.2253, 1.4061, -1.4985], [-0.9087, -1.1111, -1.8778], [-2.9435, 0.4076, 1.2118], [2.4256, 1.1467, -2.5949], [1.1470, -0.5084, 2.9394], [-1.6270, -2.4363, -0.0563]], "forces_ev_per_a": [[-1.126, 0.332, 1.846], [-0.758, -0.314, -2.219], [-0.502, -0.639, 0.636], [0.968, 0.669, 1.617], [0.969, -0.555, 0.318], [1.088, 1.023, -0.063], [3.189, -0.555, -2.664], [-2.177, -1.312, -0.092], [0.684, -0.020, -0.935], [-0.010, 0.073, -1.806], [-2.122, -0.915, -1.547], [-0.428, -0.697, -1.276], [-0.930, 0.286, 0.069], [-0.173, 0.371, 0.639], [-1.090, 0.629, 1.194], [0.228, 0.212, 1.894], [1.440, 0.818, 0.591], [0.750, 0.596, 1.796]]}